(1)
Here is an isolated molecule of C25H31NO3 from the OMol25 dataset. Energies are from ωB97M-V with the def2-TZVPD basis set.

Summary:
**LUMO level**: 0.80 eV
**SMILES string**: CCOC(=O)C1(CCOc2ccccc2)CCN(C2Cc3ccccc3C2)CC1
**Gap between HOMO and LUMO**: 9.1 eV
**Relative energy (zero: lowest compared OMol25 entry of this formula, charge and spin)**: 30.5 kJ/mol

Each line ends with the Löwdin charge.
Geometry (Å):
C: -3.4278 -2.5190 1.9043  -0.06
C: -1.9192 -2.6472 1.7448  -0.20
O: -1.4796 -2.2274 0.4524  -0.01
C: -1.3111 -0.9084 0.2707  -0.46
O: -1.5159 -0.0965 1.1328  0.14
C: -0.8451 -0.6019 -1.1488  -0.35
C: -1.9700 -0.9931 -2.1339  -0.08
C: -3.3844 -0.7056 -1.6301  -0.18
O: -3.5078 0.6610 -1.3076  -0.04
C: -4.4829 1.0472 -0.4390  -0.26
C: -4.3796 2.3495 0.0516  -0.01
C: -5.3167 2.8376 0.9370  -0.08
C: -6.3718 2.0389 1.3513  -0.10
C: -6.4819 0.7524 0.8599  -0.09
C: -5.5492 0.2520 -0.0346  -0.03
C: -0.4899 0.8841 -1.2716  -0.09
C: 0.7590 1.2441 -0.4692  -0.16
N: 1.8749 0.4187 -0.8934  -0.13
C: 3.1709 0.9104 -0.4808  -0.29
C: 4.3280 0.3604 -1.3444  -0.07
C: 5.5115 0.4292 -0.4289  -0.18
C: 6.8525 0.3430 -0.7438  -0.03
C: 7.7883 0.4326 0.2775  -0.09
C: 7.3836 0.6035 1.5903  -0.09
C: 6.0350 0.6867 1.9081  -0.03
C: 5.1042 0.5998 0.8925  -0.18
C: 3.6104 0.6520 0.9854  -0.07
C: 1.5860 -0.9691 -0.6023  -0.17
C: 0.4126 -1.4249 -1.4663  -0.10
H: -3.7212 -2.8947 2.8805  0.08
H: -3.7253 -1.4750 1.8294  0.07
H: -3.9402 -3.0958 1.1371  0.08
H: -1.6024 -3.6893 1.8259  0.12
H: -1.4121 -2.0422 2.5038  0.12
H: -1.8091 -0.4578 -3.0704  0.13
H: -1.9134 -2.0649 -2.3331  0.13
H: -3.5905 -1.3239 -0.7494  0.11
H: -4.1097 -0.9732 -2.4140  0.14
H: -3.5499 2.9562 -0.2751  0.12
H: -5.2219 3.8458 1.3121  0.10
H: -7.1023 2.4192 2.0491  0.10
H: -7.3038 0.1227 1.1690  0.10
H: -5.6725 -0.7505 -0.4154  0.11
H: -1.3269 1.4880 -0.9259  0.11
H: -0.3035 1.1081 -2.3228  0.13
H: 1.0071 2.2914 -0.6576  0.13
H: 0.5498 1.1302 0.6063  0.13
H: 3.1456 1.9960 -0.6301  0.15
H: 4.4628 0.9423 -2.2556  0.12
H: 4.1404 -0.6740 -1.6404  0.11
H: 7.1703 0.2125 -1.7682  0.11
H: 8.8415 0.3715 0.0452  0.10
H: 8.1235 0.6749 2.3742  0.10
H: 5.7211 0.8217 2.9332  0.11
H: 3.2544 1.4258 1.6661  0.12
H: 3.2306 -0.3094 1.3402  0.12
H: 2.4615 -1.5813 -0.8263  0.12
H: 1.3229 -1.1241 0.4612  0.13
H: 0.2188 -2.4851 -1.2975  0.12
H: 0.6704 -1.2750 -2.5158  0.13

---

(2)
Here is a 4-piece molecular cluster, C21H34F9N2O13P overall from the OMol25 dataset. Energies are from ωB97M-V with the def2-TZVPD basis set.

Summary:
**LUMO level**: -0.10 eV
**SMILES string**: CCCN[C@]1(OCC)OC(=O)O[C@]1([PH2]=N)C(F)(F)C(F)(F)C(F)(F)C(F)(F)F.COC(=O)OC.COC(=O)OC.COC(=O)OC
**Gap between HOMO and LUMO**: 8.9 eV

Each line ends with the Löwdin charge.
Geometry (Å):
C: 1.6850 1.3415 -3.6370  -0.12
C: 0.1531 1.5859 -3.1317  -0.20
C: -0.6791 0.1884 -2.9627  -0.17
N: -1.0447 -0.1604 -1.5795  0.07
C: -0.3041 -1.2522 -0.9442  -0.38
O: 0.0756 -2.3902 -1.7630  -0.08
C: 1.4625 -2.3182 -2.1712  -0.23
C: 1.7368 -3.3700 -3.3877  -0.05
O: -1.4041 -1.9063 -0.1787  0.02
C: -1.7072 -1.1837 1.0365  -0.36
O: -2.7313 -1.1961 1.7267  0.16
O: -0.4770 -0.4234 1.2241  -0.03
C: 0.6070 -0.9576 0.3854  -0.27
P: 0.9981 -2.6376 1.2064  0.89
N: 0.5157 -2.7083 2.7576  -0.28
C: 1.6458 0.2538 0.3743  -0.18
F: 2.5612 0.1665 -0.7404  0.05
F: 0.8581 1.4306 0.0600  0.05
C: 2.3937 0.5923 1.7493  -0.18
F: 2.2026 2.0040 2.0082  0.05
F: 1.8884 -0.0494 2.9027  0.10
C: 3.9880 0.4011 1.7609  -0.18
F: 4.4134 0.8849 3.0532  0.08
F: 4.6734 1.2597 0.8353  0.09
C: 4.5228 -1.1052 1.6856  -0.29
F: 5.9409 -1.0230 1.9165  0.08
F: 4.0504 -1.9359 2.7537  0.08
F: 4.3976 -1.7203 0.4155  0.08
H: 1.8690 2.0507 -4.5359  0.08
H: 2.4692 1.6239 -2.8569  0.06
H: 1.8352 0.2799 -4.0737  0.07
H: -0.3451 2.1751 -3.9972  0.10
H: 0.0825 2.2646 -2.2167  0.10
H: -0.1159 -0.5895 -3.5713  0.11
H: -1.6688 0.3770 -3.5396  0.12
H: -1.2709 0.6251 -0.9651  0.14
H: 2.2301 -2.5539 -1.3556  0.10
H: 1.6782 -1.2754 -2.5825  0.09
H: 0.7379 -3.6357 -3.8721  0.09
H: 2.2431 -4.3224 -3.0093  0.08
H: 2.4174 -2.8783 -4.1734  0.08
H: 2.3857 -2.9863 1.2043  0.01
H: 0.3035 -3.7046 0.5315  0.07
H: 1.3552 -2.9146 3.3423  0.01
C: 0.7349 3.6071 3.8067  -0.04
O: 0.5022 4.9932 3.5572  0.00
C: 1.2961 5.8202 4.2580  -0.60
O: 2.1494 5.4874 5.0442  0.12
O: 0.9738 7.0839 3.9303  0.00
C: 1.7437 8.0771 4.6046  -0.05
H: 0.0409 3.0349 3.1898  0.09
H: 1.7513 3.3321 3.5276  0.08
H: 0.5433 3.3669 4.8552  0.10
H: 2.8028 7.9786 4.3561  0.10
H: 1.5927 8.0145 5.6847  0.10
H: 1.3989 9.0544 4.2642  0.09
C: -3.6912 3.5875 -7.3132  -0.05
O: -4.2168 4.1783 -6.1259  0.00
C: -4.1189 3.4015 -5.0339  -0.60
O: -3.6404 2.2935 -4.9920  0.11
O: -4.6466 4.0729 -3.9966  0.00
C: -4.6101 3.3624 -2.7602  -0.04
H: -3.8235 4.3011 -8.1273  0.09
H: -2.6238 3.3836 -7.2025  0.10
H: -4.2356 2.6739 -7.5628  0.10
H: -3.5791 3.1496 -2.4681  0.09
H: -5.1909 2.4397 -2.8284  0.10
H: -5.0606 3.9979 -1.9969  0.10
C: -2.6166 -8.7967 2.6787  -0.05
O: -2.8499 -7.4121 2.4309  -0.01
C: -2.0586 -6.5841 3.1380  -0.60
O: -1.2079 -6.9195 3.9274  0.12
O: -2.3800 -5.3227 2.8123  0.00
C: -1.6122 -4.3253 3.4934  -0.07
H: -3.3078 -9.3677 2.0574  0.09
H: -1.5960 -9.0713 2.4021  0.10
H: -2.8120 -9.0393 3.7257  0.10
H: -0.5565 -4.4215 3.2507  0.05
H: -1.7688 -4.3902 4.5735  0.10
H: -1.9556 -3.3484 3.1545  0.07

---

(3)
Here is a 6-piece molecular cluster, C36H68F12N5P2 overall from the OMol25 dataset. Energies are from ωB97M-V with the def2-TZVPD basis set.

Summary:
**LUMO level**: -8.29 eV
**Gap between HOMO and LUMO**: 9.0 eV
**Net charge**: +3

Each line ends with the Löwdin charge.
Geometry (Å):
C: -0.9408 7.7440 0.3604  -0.09
C: -0.9020 6.7529 1.4982  -0.24
C: 0.4867 6.1248 1.6632  -0.14
N: 0.5779 5.2972 2.8714  -0.28
C: 0.5295 6.1494 4.0986  0.04
C: 1.8919 4.4609 2.8798  -0.07
C: 1.6284 3.1847 3.6604  -0.14
C: 0.0988 3.1047 3.8847  -0.10
C: -0.4257 4.2024 2.9269  -0.12
H: -1.8885 8.2362 0.1907  0.09
H: -0.6420 7.2275 -0.5557  0.09
H: -0.2129 8.5284 0.5171  0.08
H: -1.5238 5.9434 1.1372  0.10
H: -1.2976 7.2101 2.4049  0.12
H: 1.1783 6.9494 1.6646  0.14
H: 0.6093 5.5019 0.7550  0.15
H: 1.2196 6.9701 4.0216  0.11
H: 0.8542 5.5368 4.9543  0.12
H: -0.4824 6.5203 4.2940  0.11
H: 2.6454 5.2081 3.1561  0.14
H: 2.0849 4.3042 1.8126  0.12
H: 2.2789 3.1554 4.5842  0.14
H: 1.9451 2.3548 3.0347  0.07
H: -0.1852 3.4109 4.8906  0.12
H: -0.3234 2.1383 3.6053  0.11
H: -1.3608 4.6538 3.2194  0.13
H: -0.5101 3.7792 1.9268  0.12
C: 7.0680 0.6998 -4.8867  -0.09
C: 5.9172 -0.1181 -5.4006  -0.25
C: 4.7977 0.0373 -4.4380  -0.14
N: 3.6989 -0.9770 -4.6395  -0.28
C: 4.1826 -2.3387 -4.9552  0.02
C: 2.8521 -0.4975 -5.7762  -0.12
C: 1.4742 -1.0076 -5.5621  -0.15
C: 1.3614 -1.3822 -4.1025  -0.13
C: 2.7161 -0.9372 -3.5174  -0.11
H: 6.8775 1.7696 -4.8174  0.09
H: 7.8916 0.6086 -5.5967  0.09
H: 7.4621 0.2892 -3.9477  0.09
H: 6.2365 -1.1730 -5.4905  0.12
H: 5.6521 0.3053 -6.3748  0.13
H: 4.2406 0.9653 -4.5431  0.14
H: 5.1750 -0.0959 -3.3992  0.16
H: 4.7936 -2.6767 -4.1091  0.13
H: 4.6793 -2.3652 -5.9137  0.11
H: 3.3588 -3.0527 -5.0182  0.11
H: 3.2971 -0.8171 -6.7239  0.15
H: 2.8179 0.6146 -5.7707  0.15
H: 1.1212 -1.7547 -6.2465  0.12
H: 0.8169 -0.1482 -5.7039  0.13
H: 1.3951 -2.4681 -4.0354  0.10
H: 0.5146 -0.9839 -3.5279  0.11
H: 3.0830 -1.4727 -2.6304  0.14
H: 2.6318 0.1181 -3.2365  0.13
C: -4.3643 2.7928 2.6443  -0.08
C: -4.9780 1.6418 1.8178  -0.21
C: -3.8456 1.2087 0.9635  -0.17
N: -4.1765 0.2150 -0.1195  -0.25
C: -5.3108 0.6567 -0.9722  0.04
C: -4.5461 -1.1427 0.3882  -0.10
C: -4.1891 -2.1443 -0.7091  -0.12
C: -3.1026 -1.4095 -1.5247  -0.14
C: -2.9196 -0.0795 -0.8508  -0.14
H: -4.9928 3.0912 3.4765  0.08
H: -4.2720 3.6453 1.9785  0.07
H: -3.3362 2.5020 2.9858  0.08
H: -5.8242 2.0741 1.2775  0.11
H: -5.2976 0.8262 2.4887  0.13
H: -3.0601 0.7747 1.5551  0.09
H: -3.4577 2.0652 0.4217  0.14
H: -5.1319 1.5312 -1.6240  0.13
H: -6.0983 0.9404 -0.3015  0.09
H: -5.6049 -0.1733 -1.6155  0.11
H: -5.5948 -1.2209 0.6586  0.15
H: -3.9217 -1.2316 1.2748  0.10
H: -5.0736 -2.3410 -1.3001  0.11
H: -3.9039 -3.0537 -0.2022  0.11
H: -3.3358 -1.4131 -2.6115  0.13
H: -2.1301 -1.9411 -1.4472  0.11
H: -2.7131 0.6786 -1.6140  0.14
H: -2.1461 -0.0919 -0.0864  0.10
C: 1.9264 -0.2926 2.6397  0.03
N: 1.6429 -1.7152 2.2261  -0.02
C: 1.2344 -2.6123 3.1400  0.01
C: 0.8037 -3.8434 2.7559  0.03
C: 0.7109 -4.1305 1.4115  -0.13
C: 1.1883 -3.1884 0.4922  0.06
C: 1.5977 -1.9592 0.9293  -0.02
C: 0.1509 -5.4042 0.9314  -0.10
C: -0.7278 -5.5280 -0.1820  0.08
C: -1.2381 -6.7993 -0.4924  0.02
N: -0.8848 -7.8917 0.1974  -0.08
C: 0.1134 -7.8325 1.1312  0.04
C: 0.5590 -6.6050 1.5340  0.05
C: -1.4086 -9.2254 -0.2191  0.05
H: 2.5361 0.1583 1.8514  0.09
H: 2.5610 -0.1620 3.5200  0.12
H: 0.9981 0.2902 2.6576  0.08
H: 1.1547 -2.2539 4.1315  0.14
H: 0.3304 -4.4485 3.5339  0.15
H: 1.2501 -3.3731 -0.5601  0.12
H: 1.8495 -1.1055 0.3199  0.11
H: -1.0250 -4.6782 -0.7652  0.12
H: -1.9213 -6.9579 -1.3268  0.16
H: 0.5699 -8.7430 1.4641  0.15
H: 1.3601 -6.5545 2.2573  0.14
H: -1.3496 -9.8505 0.6616  0.11
H: -0.7906 -9.5852 -1.0309  0.11
H: -2.4297 -9.1164 -0.5919  0.11
P: -2.1608 -1.5079 3.5796  0.20
F: -1.6468 -1.6532 2.0626  -0.16
F: -0.6512 -0.9580 3.9718  -0.18
F: -2.6788 -0.0271 3.1398  -0.16
F: -2.7123 -1.3454 5.0910  -0.11
F: -3.5475 -2.1680 3.1227  -0.14
F: -1.5706 -2.9947 3.8427  -0.16
P: 0.5636 1.4078 -0.4784  0.21
F: -0.8637 2.1572 -0.2357  -0.15
F: 1.1361 2.1580 0.8183  -0.14
F: 0.0766 0.1503 0.4016  -0.15
F: 2.0603 0.6978 -0.8261  -0.21
F: 0.0576 0.6219 -1.7770  -0.15
F: 1.0564 2.6767 -1.3761  -0.16

---

> Which of these has the lowest gap between HOMO and LUMO?

C21H34F9N2O13P